Record 1
Below is C6H12O in the gas phase, with properties calculated with wB97M-V/def2-TZVPD.

The geometry in XYZ format:
```
19
Properties=species:S:1:pos:R:3:mulliken_charge:R:1
O 1.5957 3.0798 -1.6895 -0.47
C 0.7706 2.1599 -1.6740 -0.08
C 0.3407 1.5842 -0.2773 -0.38
C 0.5566 0.1417 -0.3082 -0.65
C -0.0415 -0.7117 0.7116 0.68
C 0.3973 -2.2055 0.4843 -1.52
C -1.6471 -0.5657 0.7804 -1.18
H -0.1688 2.1607 -2.5050 0.24
H -0.6902 2.0191 -0.2359 0.30
H 0.8777 2.0736 0.5546 0.28
H 0.2574 -0.0477 -1.3937 0.26
H 1.5720 -0.1156 -0.0564 0.24
H 0.3531 -0.2949 1.7573 0.19
H 0.1290 -2.9006 -0.3635 0.31
H 0.2554 -2.7519 1.4084 0.39
H 1.4476 -2.2445 0.2910 0.44
H -2.2276 -0.7136 -0.1664 0.26
H -2.0034 -1.2485 1.5379 0.40
H -1.7748 0.5812 1.1444 0.27
```

E_tot ... -310.95591 Ha
LUMO ... 0.683 eV
HOMO level ... -9.66 eV
Energy relative to the best compared isomer or geometry (same formula, charge and spin) ... 271.4 kJ/mol
F_max ... 4.874 eV/Å
Frontier orbital gap ... 10.3471 eV
Total charge ... 0
SMILES string ... CC(C)CCC=O



Record 2
Below is Cl2OS in the gas phase, with properties calculated with wB97M-V/def2-TZVPD.

The geometry in XYZ format:
```
4
Properties=species:S:1:pos:R:3:mulliken_charge:R:1
O 0.9280 1.3040 0.1903 -0.43
S -0.3164 0.3600 0.3165 0.58
Cl 0.2086 -1.4639 1.0939 -0.08
Cl -0.8202 -0.2001 -1.6007 -0.08
```

E_tot ... -1393.78120 Ha
LUMO ... -0.886 eV
HOMO level ... -10.89 eV
Energy relative to the best compared isomer or geometry (same formula, charge and spin) ... 45.5 kJ/mol
F_max ... 5.789 eV/Å
Frontier orbital gap ... 10.0068 eV
Total charge ... 0



Record 3
Below is a molecular structure, C3H5IrO3, with properties calculated with wB97M-V/def2-TZVPD.

The geometry in XYZ format:
```
12
Properties=species:S:1:pos:R:3:mulliken_charge:R:1
H -0.8084 -0.4158 1.7239 0.43
C -1.2835 -0.8678 0.8427 -0.43
C -0.3291 -1.7141 -0.0342 -0.02
O 0.9421 -1.1085 -0.0279 -0.13
C 1.1217 0.1365 -0.3616 0.14
O 2.3773 0.4033 -0.3040 -0.14
H -2.0881 -1.5343 1.1771 0.36
H -1.6022 -1.4055 -0.8738 0.52
H 2.5582 1.3534 -0.3288 0.42
Ir -0.5910 1.4727 -0.5527 1.69
O -1.7668 -0.0599 -0.2170 -0.40
H -0.2422 -2.3151 -0.9458 0.55
```

E_tot ... -445.52063 Ha
LUMO (spin up / spin down) ... -16.677 / -19.843 eV
HOMO level (spin up / spin down) ... -25.51 / -27.41 eV
Energy relative to the best compared isomer or geometry (same formula, charge and spin) ... 384.4 kJ/mol
F_max ... 3.299 eV/Å
Frontier orbital gap (spin up / spin down) ... 8.8301 / 7.5681 eV
Total charge ... +3
Spin multiplicity ... 6



Record 4
Below is C6H6BrF2NO2S in the gas phase, with properties calculated with wB97M-V/def2-TZVPD.

The geometry in XYZ format:
```
19
Properties=species:S:1:pos:R:3:mulliken_charge:R:1
C -1.5728 1.7289 0.3452 -0.60
C -0.9632 1.3410 -0.9286 -0.25
C 0.2926 0.7018 1.6715 -0.59
C -1.0784 1.2134 1.5031 0.35
C -0.3111 0.1957 -1.1537 -0.59
C 0.8273 -0.3859 1.0492 0.61
N 0.9617 -2.8120 -0.1882 -0.34
O 0.3456 -2.5004 2.3758 -0.58
O -1.1898 -1.8846 0.5649 -0.62
F -1.5787 1.7621 2.6258 -0.28
F 2.1293 -0.6478 0.9873 -0.34
S 0.1451 -2.0200 1.0472 1.15
Br 0.7866 -0.0608 -2.6069 -0.14
H -2.4315 2.3134 0.3072 0.54
H -0.9338 2.1928 -1.6434 0.33
H 0.9778 1.2197 2.3800 0.36
H -0.9154 -0.6334 -0.8854 0.63
H 1.4568 -3.6669 -0.0485 0.22
H 1.1772 -2.2000 -0.9177 0.14
```

E_tot ... -3609.24718 Ha
LUMO ... -0.182 eV
HOMO level ... -9.12 eV
Energy relative to the best compared isomer or geometry (same formula, charge and spin) ... 224.4 kJ/mol
F_max ... 3.997 eV/Å
Frontier orbital gap ... 8.9416 eV
Total charge ... 0
SMILES string ... NS(=O)(=O)\C(F)=C/C(F)=C\C=C\Br



Record 5
Below is 2 unconnected molecules or ions with the total composition C10H16O, with properties calculated with wB97M-V/def2-TZVPD.

The geometry in XYZ format:
```
27
Properties=species:S:1:pos:R:3:mulliken_charge:R:1
C 1.5351 1.4542 -1.5226 -1.43
C 0.4501 0.4530 -1.7292 0.46
C -0.8821 0.8152 -1.8465 -0.54
C 0.7317 -0.9070 -1.6441 -0.25
C -1.8754 -0.1258 -1.9206 -0.58
C -0.2376 -1.8799 -1.7179 -0.53
C -1.5784 -1.4917 -1.7985 0.90
O -2.4664 -2.5172 -1.6711 -0.53
H 1.3784 2.1460 -2.3895 0.41
H 2.6059 1.2354 -1.5762 0.31
H -1.0664 1.8893 -1.8294 0.37
H 1.7308 -1.1742 -1.3050 0.27
H -2.8838 0.3030 -1.9669 0.27
H 0.0766 -2.9032 -1.5011 0.34
H -3.3291 -2.1307 -1.5289 0.29
H 1.4502 2.0185 -0.5952 0.27
C 0.1945 0.5161 2.8921 -0.43
C 1.0315 1.2521 1.8418 -0.73
C -0.0080 -0.9693 2.5677 -0.93
H 0.5459 0.5361 3.9317 0.32
H -0.7464 1.0315 3.1422 0.31
H 1.9096 1.6880 2.2877 0.36
H -0.3712 -0.9296 1.5327 0.15
H 0.8907 -1.5741 2.8006 0.26
H 0.4404 2.0892 1.4308 0.26
H 1.2704 0.6552 0.9631 0.05
H -0.7969 -1.4804 3.1523 0.35
```

E_tot ... -465.83854 Ha
LUMO ... 0.854 eV
HOMO level ... -8.35 eV
Energy relative to the best compared isomer or geometry (same formula, charge and spin) ... 155.6 kJ/mol
F_max ... 2.449 eV/Å
Frontier orbital gap ... 9.2019 eV
Total charge ... 0
SMILES string ... Cc1ccc(O)cc1.CCC



Record 6
Below is 2 unconnected molecules or ions with the total composition C3H11N2O3, with properties calculated with wB97M-V/def2-TZVPD.

The geometry in XYZ format:
```
19
Properties=species:S:1:pos:R:3:mulliken_charge:R:1
N 1.3922 0.7689 -0.4577 -1.08
C 0.0596 0.3329 0.1539 -0.65
C -0.2604 1.1399 1.4237 -0.73
O -0.1491 2.5565 1.1424 -0.04
C 0.2850 -1.1203 0.6751 0.33
N -0.8318 -1.8749 1.0132 -0.39
O 1.3814 -1.5452 0.9104 -0.42
H 1.3705 1.8904 -0.5431 0.62
H 2.1943 0.3580 -0.0840 0.62
H 1.4795 0.6165 -1.4047 0.83
H -0.6889 0.3869 -0.6354 -0.34
H -1.2126 0.8747 1.7947 0.27
H 0.4787 0.8912 2.1765 0.18
H -1.1242 3.0168 1.0226 0.33
H -0.6685 -2.9069 1.2547 0.27
H -1.6209 -1.7227 0.5861 0.22
H -0.1826 -1.7600 -3.2724 0.32
H -1.3062 -0.7573 -3.1182 0.31
O -0.5960 -1.1452 -2.6376 -0.64
```

E_tot ... -455.98789 Ha
LUMO (spin up / spin down) ... 0.514 / 0.350 eV
HOMO level (spin up / spin down) ... -3.05 / -10.54 eV
Energy relative to the best compared isomer or geometry (same formula, charge and spin) ... 129.9 kJ/mol
F_max ... 6.675 eV/Å
Frontier orbital gap (spin up / spin down) ... 3.5646 / 10.8850 eV
Total charge ... 0
Spin multiplicity ... 2



Record 7
Below is C5H8O2 in the gas phase, with properties calculated with wB97M-V/def2-TZVPD.

The geometry in XYZ format:
```
15
Properties=species:S:1:pos:R:3:mulliken_charge:R:1
C -0.6455 -1.4238 1.0212 -0.41
C 0.7523 -1.2821 0.5459 -0.32
O 1.1768 -0.1419 -0.1585 -0.37
C 0.3907 0.2803 -1.2619 -0.36
C -0.2876 1.5930 -0.9107 -0.45
O -1.2956 1.4274 0.0652 -0.51
C 0.2351 -1.1015 1.9206 -0.20
H -0.8634 1.0563 0.8472 0.32
H -1.6724 -1.6177 0.7536 0.31
H 1.3495 -2.1559 0.2771 0.39
H -0.3698 -0.4702 -1.5123 0.28
H 1.0501 0.4081 -2.1309 0.36
H 0.4851 2.2984 -0.5706 0.25
H -0.7718 2.0233 -1.7927 0.36
H 0.4757 -0.8243 2.9351 0.35
```

E_tot ... -345.67845 Ha
LUMO ... 1.127 eV
HOMO level ... -9.69 eV
Energy relative to the best compared isomer or geometry (same formula, charge and spin) ... 332.1 kJ/mol
F_max ... 0.409 eV/Å
Frontier orbital gap ... 10.8122 eV
Total charge ... 0
SMILES string ... OCCOC1C=C1



Record 8
Below is 2 unconnected molecules or ions with the total composition C3H8O4, with properties calculated with wB97M-V/def2-TZVPD.

The geometry in XYZ format:
```
15
Properties=species:S:1:pos:R:3:mulliken_charge:R:1
C 0.8757 0.7043 -0.5399 1.07
C 1.8777 -0.3982 -0.3267 -1.16
C -0.1613 0.4141 -1.5939 -1.24
O -1.5633 -0.6615 2.3339 -0.16
O -0.6355 -0.0174 1.5232 -0.24
O -2.8481 -0.4764 1.8340 -0.30
O 0.8995 1.7355 0.0837 -0.61
H -3.0013 -1.1993 1.2042 0.33
H -0.5589 0.8981 1.8400 0.33
H 2.1212 -0.8965 -1.2610 0.36
H 2.7782 -0.0077 0.1419 0.32
H 1.4270 -1.1234 0.3467 0.29
H -0.5302 -0.6022 -1.4871 0.29
H -0.9818 1.1227 -1.5241 0.35
H 0.3011 0.5079 -2.5749 0.37
```

E_tot ... -419.87780 Ha
LUMO ... 0.693 eV
HOMO level ... -9.70 eV
Energy relative to the best compared isomer or geometry (same formula, charge and spin) ... 560.8 kJ/mol
F_max ... 0.972 eV/Å
Frontier orbital gap ... 10.3890 eV
Total charge ... 0
SMILES string ... CC(C)=O.OOO



Record 9
Below is 2 unconnected molecules or ions with the total composition C2H6F2NOP, with properties calculated with wB97M-V/def2-TZVPD.

The geometry in XYZ format:
```
13
Properties=species:S:1:pos:R:3:mulliken_charge:R:1
C 0.4798 -1.7294 0.7826 -0.55
C -1.3239 0.5736 -1.2848 -0.38
N 0.1880 -1.0122 -0.4251 -0.39
O -1.1010 -0.5243 -0.3858 -0.04
F 0.5636 1.8941 1.7228 -0.26
F 2.5989 1.4247 0.6052 -0.25
P 1.1990 2.1773 0.2177 0.54
H 0.4960 -1.0735 1.8148 0.18
H -0.3579 -2.5273 0.9998 0.27
H 1.5171 -1.9240 0.5992 0.33
H -1.4553 0.4848 -2.3825 0.26
H -0.5435 1.3226 -1.3210 0.00
H -2.2609 0.9135 -0.9428 0.27
```

E_tot ... -750.75204 Ha
LUMO (spin up / spin down) ... -0.812 / 0.128 eV
HOMO level (spin up / spin down) ... -8.69 / -8.42 eV
Energy relative to the best compared isomer or geometry (same formula, charge and spin) ... 612.9 kJ/mol
F_max ... 3.274 eV/Å
Frontier orbital gap (spin up / spin down) ... 7.8746 / 8.5522 eV
Total charge ... 0



Record 10
Below is C4H12N2O in the gas phase, with properties calculated with wB97M-V/def2-TZVPD.

The geometry in XYZ format:
```
19
Properties=species:S:1:pos:R:3:mulliken_charge:R:1
N -0.7881 -0.6027 1.6042 -0.67
C -0.4501 0.2545 0.4295 -0.21
C 0.9531 0.7553 0.5630 0.32
C 1.5003 1.5116 -0.6280 -1.34
O 1.9195 -0.3084 0.8664 -0.60
C -0.5511 -0.6766 -0.8754 -0.49
N -1.5753 -1.7026 -0.7678 -0.73
H -1.4336 -0.1340 2.2259 0.24
H -1.2491 -1.3923 1.1625 0.35
H -1.1297 1.0687 0.1458 0.36
H 0.9993 1.4033 1.4488 0.33
H 1.0495 1.3501 -1.6010 0.32
H 2.5715 1.3324 -0.6533 0.34
H 1.3933 2.5802 -0.3790 0.32
H 1.3668 -0.8933 1.4134 0.37
H -0.6991 -0.0262 -1.7418 0.34
H 0.4183 -1.1993 -0.9518 0.28
H -2.4762 -1.2544 -0.5712 0.20
H -1.8193 -2.0663 -1.6905 0.27
```

E_tot ... -344.33160 Ha
LUMO ... 0.838 eV
HOMO level ... -9.68 eV
Energy relative to the best compared isomer or geometry (same formula, charge and spin) ... 140.3 kJ/mol
F_max ... 2.638 eV/Å
Frontier orbital gap ... 10.5144 eV
Total charge ... 0
SMILES string ... C[C@H](O)[C@H](N)CN



Record 11
Below is a molecular structure, H5NOS2Si, with properties calculated with wB97M-V/def2-TZVPD.

The geometry in XYZ format:
```
10
Properties=species:S:1:pos:R:3:mulliken_charge:R:1
N -1.3694 1.2722 0.3356 -0.41
O 1.1554 0.0529 0.6780 -0.05
Si -0.3147 -0.0410 0.0692 0.21
S 2.7291 -0.2095 0.3102 -0.06
S -1.3920 -1.8382 0.5182 -0.31
H -0.9540 2.1847 0.7140 0.24
H -2.3547 1.2655 0.2486 0.21
H 0.2131 -0.4910 -1.6859 -0.15
H 2.7320 0.2363 -0.9699 0.18
H -0.4449 -2.4319 -0.2179 0.14
```

E_tot ... -1218.75981 Ha
LUMO (spin up / spin down) ... 0.548 / -2.347 eV
HOMO level (spin up / spin down) ... -5.91 / -9.37 eV
Energy relative to the best compared isomer or geometry (same formula, charge and spin) ... 0.0 kJ/mol
F_max ... 5.184 eV/Å
Frontier orbital gap (spin up / spin down) ... 6.4558 / 7.0245 eV
Total charge ... 0
Spin multiplicity ... 3



Record 12
Below is 2 unconnected molecules or ions with the total composition C5H13NO2, with properties calculated with wB97M-V/def2-TZVPD.

The geometry in XYZ format:
```
21
Properties=species:S:1:pos:R:3:mulliken_charge:R:1
C 1.7716 0.8372 2.0225 -1.20
C 0.8213 1.2257 0.8681 -0.52
N 0.8622 0.0707 -0.0876 -0.51
C -0.3249 -1.7408 -1.2492 -1.64
C -0.3241 -0.2073 -0.8998 0.11
C -0.3201 0.5594 -2.1775 -0.45
O -0.5418 1.8113 -2.2011 -0.73
H 2.7824 1.1453 1.8241 0.31
H 1.5386 1.2967 3.0109 0.35
H 1.6701 -0.2312 2.2490 0.33
H -0.2075 1.3508 1.1745 0.43
H 1.3200 2.0357 0.2948 0.28
H 1.7564 0.0540 -0.5505 0.50
H -0.2383 -2.3092 -0.3111 0.45
H 0.5146 -1.8343 -1.9408 0.40
H -1.2743 -1.9607 -1.7571 0.31
H -1.2240 -0.0606 -0.2992 0.38
H -0.0561 0.0387 -3.1299 0.23
H -1.4350 -1.8809 1.7811 0.37
H -1.5262 -1.1285 3.0670 0.33
O -1.8696 -1.9428 2.6514 -0.74
```

E_tot ... -403.47303 Ha
LUMO (spin up / spin down) ... 3.660 / 3.487 eV
HOMO level (spin up / spin down) ... 0.25 / -3.18 eV
Energy relative to the best compared isomer or geometry (same formula, charge and spin) ... 180.8 kJ/mol
F_max ... 3.007 eV/Å
Frontier orbital gap (spin up / spin down) ... 3.4094 / 6.6648 eV
Total charge ... -1
Spin multiplicity ... 2



Q: Number 10 is which compound?
A: C4H12N2O